No. 1
# C47H44BrCl3N4O7P2STb

A structure of composition C47H44BrCl3N4O7P2STb in a non-equilibrium geometry (ωB97M-V/def2-TZVPD, OMol25).

The geometry in XYZ format:
```
110
C47H44BrCl3N4O7P2STb ωB97M-V/def2-TZVPD
Tb 0.396 0.279 -0.256
Cl 2.249 2.590 6.460
C 1.525 2.380 4.907
C 2.297 1.930 3.850
C 1.674 1.720 2.639
Cl 2.559 1.138 1.250
C 0.307 1.922 2.403
O -0.218 1.643 1.232
C -0.412 2.433 3.497
Cl -2.090 2.780 3.283
C 0.177 2.648 4.729
H 3.353 1.740 3.982
H -0.425 3.023 5.545
C -2.021 -3.540 0.056
C -1.088 -3.172 1.215
P -0.981 -1.350 1.527
C -2.732 -0.933 1.802
C -3.222 0.243 1.236
C -4.557 0.593 1.381
C -5.414 -0.238 2.086
C -4.937 -1.419 2.641
C -3.604 -1.767 2.502
C -0.183 -1.337 3.168
C 1.180 -1.645 3.183
C 1.879 -1.665 4.378
C 1.225 -1.359 5.563
C -0.121 -1.025 5.549
C -0.829 -1.012 4.355
C -1.350 -3.494 -1.316
P -0.745 -1.842 -1.914
C 0.420 -2.486 -3.185
C 0.228 -2.385 -4.561
C 1.165 -2.913 -5.439
C 2.296 -3.556 -4.962
C 2.486 -3.681 -3.593
C 1.557 -3.149 -2.714
C -2.135 -1.197 -2.904
C -1.823 -0.232 -3.867
C -2.813 0.316 -4.664
C -4.138 -0.052 -4.475
C -4.459 -0.988 -3.504
C -3.464 -1.567 -2.727
H -2.905 -2.897 0.073
H -2.371 -4.561 0.213
H -0.070 -3.524 1.022
H -1.423 -3.644 2.139
H -2.541 0.904 0.719
H -4.924 1.517 0.950
H -6.454 0.033 2.210
H -5.609 -2.074 3.179
H -3.246 -2.689 2.945
H 1.689 -1.868 2.248
H 2.932 -1.916 4.387
H 1.767 -1.370 6.499
H -0.626 -0.770 6.472
H -1.874 -0.731 4.348
H -2.025 -3.879 -2.083
H -0.474 -4.143 -1.307
H -0.661 -1.917 -4.958
H 1.007 -2.821 -6.506
H 3.018 -3.971 -5.653
H 3.364 -4.187 -3.210
H 1.713 -3.259 -1.647
H -0.790 0.076 -3.993
H -2.556 1.036 -5.431
H -4.918 0.398 -5.074
H -5.491 -1.279 -3.360
H -3.742 -2.308 -1.987
Br 4.570 -0.136 -6.577
C 4.627 -0.225 -4.689
C 5.846 -0.285 -4.022
N 5.926 -0.405 -2.704
C 4.805 -0.451 -1.998
C 3.548 -0.351 -2.580
C 3.456 -0.236 -3.962
C 2.314 -0.272 -1.761
O 1.394 0.517 -2.147
O 2.182 -0.936 -0.695
H 6.784 -0.235 -4.563
H 4.906 -0.571 -0.924
H 2.491 -0.181 -4.451
C 0.777 8.649 -0.027
C -0.168 8.980 -1.173
S -0.116 7.708 -2.454
O -0.607 8.240 -3.693
O 1.179 7.065 -2.437
C -1.286 6.423 -1.902
C -1.169 5.292 -2.928
N -1.421 3.979 -2.345
C -0.484 3.174 -1.820
N -1.013 2.009 -1.438
C -2.338 2.068 -1.733
C -2.615 3.286 -2.279
N -3.898 3.793 -2.639
O -4.800 2.980 -2.704
O -4.010 4.994 -2.833
C 0.945 3.555 -1.664
H 0.896 9.511 0.628
H 1.753 8.377 -0.423
H 0.404 7.817 0.570
H 0.106 9.898 -1.692
H -1.213 9.043 -0.870
H -2.291 6.837 -1.872
H -0.955 6.114 -0.910
H -0.164 5.280 -3.347
H -1.868 5.465 -3.736
H -3.036 1.278 -1.511
H 1.542 3.139 -2.478
H 1.320 3.148 -0.725
H 1.078 4.635 -1.664
```

Frontier orbital gap (alpha / beta) ... 7.7380 / 7.7598 eV
LUMO level (alpha / beta) ... -2.78 / -2.78 eV
E_HOMO (alpha / beta) ... -10.52 / -10.54 eV
Maximum force ... 2.29 eV Å⁻¹
Multiplicity ... 7
Total energy ... -229200.78928 eV
Net charge ... +1
Molecular weight ... 1216.09 g mol⁻¹

Atom charges from the Mulliken analysis, given in e for atoms 1 to 8:
1 Tb 0.09
2 Cl -0.22
3 C 0.34
4 C -1.02
5 C 1.02
6 Cl -0.12
7 C -1.05
8 O -0.07

No. 2
# C47H44Cl2F35IN3O7PS2

A structure of composition C47H44Cl2F35IN3O7PS2 in a non-equilibrium geometry (ωB97M-V/def2-TZVPD, OMol25).

The geometry in XYZ format:
```
142
C47H44Cl2F35IN3O7PS2 ωB97M-V/def2-TZVPD
C 1.132 -7.804 -2.005
C 0.900 -6.420 -2.845
P 0.133 -5.202 -1.579
C -1.665 -5.818 -1.315
C -2.405 -4.863 -0.242
C -0.006 -3.459 -2.293
C -0.696 -3.257 -3.695
Cl -1.368 -4.602 -4.718
C -0.798 -1.811 -4.266
C -0.224 -0.637 -3.435
C -0.340 0.845 -4.084
C 0.893 1.212 -5.048
C 1.559 2.650 -4.640
Cl 0.376 1.419 -6.832
C 0.482 -0.806 -2.031
C 0.584 -2.250 -1.474
S 1.444 -2.477 0.146
C 1.174 -0.840 0.981
C 1.154 -0.711 2.556
C 1.421 -2.040 3.433
C 0.290 -3.170 3.235
O -0.953 -2.562 2.758
C 0.901 0.695 3.213
C 0.871 0.734 4.831
C -0.450 0.240 5.446
C -0.534 0.310 7.023
C 0.785 0.889 7.636
C 2.042 1.302 6.844
N 2.062 1.216 5.426
C 0.683 1.963 2.317
S 0.349 3.610 3.082
O 1.006 3.805 4.425
O 0.776 4.780 2.216
C -1.507 3.838 3.357
F -2.025 4.800 2.465
F -1.667 4.367 4.662
F -2.133 2.574 3.270
C 0.723 1.781 0.769
N 0.504 2.970 -0.107
C 0.972 0.396 0.064
N 1.007 0.423 -1.410
I 2.972 0.812 -1.919
H 1.517 -8.643 -2.679
H 1.845 -7.593 -1.118
H 0.087 -8.076 -1.593
H 1.894 -6.022 -3.260
H 0.157 -6.699 -3.688
H -2.241 -5.708 -2.306
H -1.702 -6.888 -0.897
H -2.979 -4.044 -0.792
H -3.125 -5.498 0.378
H -1.612 -4.456 0.475
H -1.260 -1.563 -5.292
H -0.552 1.649 -3.290
H -1.274 0.793 -4.767
H 1.734 0.437 -5.056
H 1.506 3.378 -5.532
H 2.654 2.529 -4.312
H 0.999 3.094 -3.733
H 1.492 -1.830 4.555
H 2.455 -2.461 3.126
H 0.702 -3.902 2.437
H 0.085 -3.794 4.171
H -1.628 -3.279 2.809
H -1.333 -0.128 4.814
H -1.444 -0.008 7.625
H 0.822 1.017 8.780
H 2.958 1.687 7.426
H 1.249 3.665 0.024
H -0.435 3.362 0.047
C 5.643 4.578 -7.663
C 5.053 3.925 -6.394
C 5.965 2.946 -5.646
F 6.368 1.910 -6.405
F 5.308 2.403 -4.587
F 3.869 3.353 -6.713
F 4.757 4.941 -5.529
O 5.332 3.976 -8.931
C 6.103 2.858 -9.328
C 5.294 1.551 -9.354
F 4.684 1.304 -8.178
F 6.108 0.494 -9.603
F 7.207 2.788 -8.561
F 6.539 3.132 -10.579
H 5.183 5.569 -7.729
H 6.713 4.779 -7.565
H 6.852 3.454 -5.263
H 4.527 1.586 -10.131
C 1.265 7.664 0.322
C 0.663 7.828 -1.091
C 1.617 8.327 -2.183
F 2.164 9.526 -1.907
F 0.948 8.478 -3.355
F -0.440 8.610 -1.005
F 0.218 6.595 -1.476
O 1.090 8.752 1.247
C 1.985 9.842 1.150
C 1.307 11.133 0.664
F 0.653 10.960 -0.501
F 2.230 12.105 0.454
F 3.043 9.479 0.400
F 2.467 10.040 2.398
H 0.717 6.837 0.786
H 2.303 7.323 0.294
H 2.425 7.612 -2.350
H 0.588 11.494 1.403
C -3.943 2.044 11.036
C -4.075 1.949 12.571
C -2.770 1.769 13.356
F -2.086 0.663 13.006
F -3.035 1.644 14.681
F -4.969 0.976 12.869
F -4.641 3.118 12.991
O -4.140 0.842 10.270
C -3.047 -0.048 10.159
C -3.274 -1.376 10.900
F -3.595 -1.190 12.194
F -2.146 -2.129 10.879
F -1.922 0.589 10.535
F -2.904 -0.298 8.834
H -4.758 2.696 10.707
H -3.033 2.568 10.731
H -2.116 2.632 13.227
H -4.079 -1.947 10.431
C -4.018 -7.763 -5.744
C -4.720 -8.798 -6.651
C -6.103 -9.276 -6.194
F -6.094 -9.846 -4.975
F -6.578 -10.217 -7.048
F -3.878 -9.839 -6.851
F -4.880 -8.206 -7.872
O -3.067 -8.252 -4.781
C -3.575 -8.757 -3.560
C -3.380 -10.273 -3.408
F -3.893 -10.961 -4.446
F -4.006 -10.723 -2.291
F -4.856 -8.365 -3.422
F -2.887 -8.121 -2.583
H -3.412 -7.144 -6.413
H -4.726 -7.065 -5.289
H -6.816 -8.449 -6.180
H -2.318 -10.521 -3.331
```

Frontier orbital gap ... 7.2300 eV
LUMO level ... -1.05 eV
E_HOMO ... -8.28 eV
Maximum force ... 6.49 eV Å⁻¹
Multiplicity ... 1
Total energy ... -227455.87632 eV
Net charge ... 0
Molecular weight ... 1720.73 g mol⁻¹

Atom charges from the Mulliken analysis, given in e for atoms 1 to 8:
1 C -0.95
2 C -0.34
3 P 0.09
4 C -0.05
5 C -0.90
6 C 0.25
7 C 0.19
8 Cl -0.11

No. 3
# C47H44ClF12N8O6W

A structure of composition C47H44ClF12N8O6W in a non-equilibrium geometry (ωB97M-V/def2-TZVPD, OMol25).

The geometry in XYZ format:
```
119
C47H44ClF12N8O6W ωB97M-V/def2-TZVPD
W 0.769 -0.320 0.034
C 5.711 2.980 -3.853
C 4.614 2.631 -2.878
C 3.867 3.603 -2.233
C 2.884 3.261 -1.327
C 2.579 1.928 -0.999
N 1.604 1.619 -0.056
C 0.833 2.604 0.585
C 0.143 3.628 -0.063
C -0.641 4.528 0.642
C -0.742 4.458 2.021
C -1.571 5.448 2.802
C -0.049 3.443 2.676
C 0.728 2.523 1.987
C 1.451 1.343 2.652
O 1.098 0.152 2.071
C 1.160 1.236 4.177
F 1.587 0.076 4.683
F -0.168 1.288 4.471
F 1.719 2.233 4.888
C 3.038 1.566 2.569
F 3.681 1.204 3.708
F 3.344 2.860 2.363
F 3.598 0.855 1.618
C 3.408 0.932 -1.594
C 4.360 1.314 -2.536
C 3.401 -0.566 -1.225
O 2.643 -0.908 -0.138
C 4.842 -1.053 -0.815
F 4.774 -2.292 -0.302
F 5.773 -1.101 -1.792
F 5.354 -0.253 0.128
C 2.968 -1.466 -2.502
F 3.995 -2.212 -2.987
F 2.036 -2.373 -2.180
F 2.530 -0.758 -3.544
H 5.581 3.990 -4.245
H 5.731 2.281 -4.690
H 6.688 2.937 -3.364
H 4.045 4.653 -2.445
H 2.343 4.053 -0.834
H 0.203 3.705 -1.139
H -1.177 5.300 0.100
H -2.354 5.877 2.177
H -0.952 6.269 3.174
H -2.039 4.970 3.664
H -0.122 3.405 3.754
H 4.941 0.547 -3.033
O 0.062 2.505 -3.323
Cl -0.788 1.666 -2.475
O -1.791 0.906 -3.229
O 0.644 -0.272 -1.690
O -1.033 0.440 0.273
C -2.924 -5.848 1.435
C -2.969 -5.794 -0.070
C -3.638 -6.770 -0.801
C -3.640 -6.766 -2.187
C -2.947 -5.767 -2.858
C -2.282 -4.781 -2.153
C -2.294 -4.785 -0.761
N -1.596 -3.830 0.003
C -0.931 -2.717 -0.428
N -1.595 -1.858 -1.282
C -2.652 -0.979 -0.783
C -2.285 0.198 -0.081
C -3.262 1.136 0.250
C -4.587 0.897 -0.066
C -4.948 -0.265 -0.728
C -3.988 -1.198 -1.115
C -4.409 -2.393 -1.924
N 0.237 -2.418 0.075
C 1.061 -3.404 0.714
C 1.722 -3.001 1.875
C 2.528 -3.867 2.586
C 2.698 -5.170 2.140
C 2.100 -5.552 0.955
C 1.291 -4.689 0.215
C 0.817 -5.167 -1.133
H -3.626 -6.593 1.807
H -3.172 -4.884 1.883
H -1.925 -6.127 1.787
H -4.160 -7.554 -0.263
H -4.161 -7.542 -2.732
H -2.910 -5.764 -3.940
H -1.737 -4.007 -2.675
H -1.336 -4.104 0.943
H -0.908 -1.293 -1.781
H -2.942 2.050 0.740
H -5.345 1.624 0.202
H -5.986 -0.433 -0.986
H -5.422 -2.259 -2.302
H -4.378 -3.306 -1.330
H -3.732 -2.531 -2.766
H 1.587 -1.986 2.226
H 3.018 -3.520 3.486
H 3.312 -5.869 2.694
H 2.278 -6.546 0.558
H 1.652 -5.633 -1.658
H 0.455 -4.348 -1.751
H 0.023 -5.910 -1.047
C -5.121 -0.486 4.636
C -3.951 0.366 5.123
C -3.714 1.543 4.174
C -2.704 -0.499 5.331
N -2.175 -1.082 4.107
C -1.648 -0.524 3.014
N -1.270 -1.467 2.198
N -1.577 -2.631 2.815
N -2.116 -2.417 3.957
H -6.034 0.110 4.586
H -5.300 -1.330 5.306
H -4.920 -0.881 3.637
H -4.190 0.767 6.112
H -3.677 1.207 3.136
H -2.780 2.062 4.404
H -4.534 2.259 4.252
H -2.949 -1.350 5.964
H -1.920 0.080 5.820
H -1.562 0.527 2.818
```

Frontier orbital gap (alpha / beta) ... 6.5292 / 5.8838 eV
LUMO level (alpha / beta) ... 2.31 / 1.32 eV
E_HOMO (alpha / beta) ... -4.22 / -4.56 eV
Maximum force ... 2.39 eV Å⁻¹
Multiplicity ... 3
Total energy ... -120619.45247 eV
Net charge ... -1
Molecular weight ... 1264.19 g mol⁻¹

Atom charges from the Mulliken analysis, given in e for atoms 1 to 8:
1 W 1.57
2 C -1.63
3 C 0.57
4 C -1.54
5 C -0.53
6 C 1.37
7 N 1.12
8 C -0.44

No. 4
# C47H44ClIrN10O3

A structure of composition C47H44ClIrN10O3 (ωB97M-V/def2-TZVPD, OMol25).

The geometry in XYZ format:
```
106
C47H44ClIrN10O3 ωB97M-V/def2-TZVPD
Ir -0.008 0.266 0.451
C 2.261 -1.142 3.451
C 2.762 -1.819 2.205
C 3.363 -3.068 2.297
C 3.884 -3.699 1.178
C 3.854 -3.057 -0.046
C 3.290 -1.790 -0.184
C 3.411 -1.114 -1.525
C 2.706 -1.209 0.948
N 2.011 0.051 0.777
C 2.677 1.137 0.597
C 4.136 1.294 0.842
C 1.914 2.257 -0.033
C 2.554 3.582 -0.243
N 0.737 1.936 -0.453
C -0.030 2.833 -1.292
C -1.017 3.643 -0.729
C -1.193 3.807 0.755
C -1.819 4.373 -1.600
C -1.642 4.307 -2.972
C -0.615 3.543 -3.498
C 0.225 2.807 -2.669
C 1.413 2.095 -3.261
H 2.651 -1.646 4.333
H 1.175 -1.190 3.509
H 2.567 -0.095 3.499
H 3.432 -3.543 3.267
H 4.343 -4.674 1.270
H 4.300 -3.524 -0.915
H 3.189 -1.814 -2.330
H 4.437 -0.769 -1.673
H 2.754 -0.256 -1.638
H 4.550 0.422 1.341
H 4.310 2.179 1.457
H 4.668 1.450 -0.100
H 3.444 3.487 -0.870
H 2.883 3.983 0.718
H 1.867 4.283 -0.709
H -1.050 2.885 1.312
H -2.186 4.196 0.975
H -0.472 4.534 1.141
H -2.597 5.003 -1.187
H -2.291 4.869 -3.629
H -0.443 3.526 -4.567
H 1.232 1.839 -4.304
H 1.671 1.189 -2.717
H 2.293 2.743 -3.240
C -5.562 0.593 0.562
N -4.161 0.710 0.135
C -3.070 0.465 0.842
N -2.006 0.604 0.050
C -2.543 0.942 -1.163
N -3.843 1.010 -1.140
C -6.309 -0.366 -0.330
C -7.530 -0.029 -0.890
C -8.202 -0.945 -1.693
C -7.646 -2.182 -1.962
C -6.406 -2.511 -1.416
C -5.752 -1.611 -0.589
C -5.787 -3.799 -1.721
N -6.324 -4.859 -2.207
N -5.310 -5.800 -2.315
C -4.241 -5.235 -1.882
O -4.456 -3.954 -1.483
C -2.893 -5.792 -1.787
C -2.726 -7.171 -1.768
C -1.447 -7.702 -1.692
C -0.347 -6.864 -1.638
C -0.511 -5.482 -1.665
C 0.739 -4.632 -1.651
N 0.489 -3.193 -1.635
C 0.174 -2.420 -0.613
N 0.086 -1.152 -1.038
C 0.365 -1.238 -2.370
N 0.611 -2.458 -2.760
C -1.785 -4.946 -1.739
H -6.014 1.583 0.559
H -5.531 0.232 1.591
H -3.074 0.179 1.879
H -1.959 1.144 -2.046
H -7.964 0.945 -0.701
H -9.160 -0.681 -2.121
H -8.151 -2.896 -2.599
H -4.795 -1.885 -0.159
H -3.597 -7.811 -1.813
H -1.310 -8.775 -1.675
H 0.649 -7.289 -1.583
H 1.330 -4.809 -2.549
H 1.363 -4.865 -0.787
H 0.027 -2.761 0.400
H 0.348 -0.404 -3.051
H -1.943 -3.876 -1.786
Cl -2.352 -0.111 8.481
C -1.858 -0.047 6.839
C -1.959 -1.191 6.052
C -1.561 -1.138 4.732
C -1.065 0.056 4.204
C -0.968 1.198 5.002
C -1.366 1.148 6.322
C -0.643 0.111 2.819
O -0.775 -0.885 2.019
O -0.136 1.158 2.292
H -2.343 -2.105 6.483
H -1.628 -2.018 4.106
H -0.581 2.117 4.582
H -1.300 2.020 6.958
```

Frontier orbital gap ... 6.1725 eV
LUMO level ... -6.39 eV
E_HOMO ... -12.56 eV
Maximum force ... 0.47 eV Å⁻¹
Multiplicity ... 1
Total energy ... -85848.31754 eV
Net charge ... +2
Molecular weight ... 1024.61 g mol⁻¹

Atom charges from the Mulliken analysis, given in e for atoms 1 to 8:
1 Ir 2.84
2 C -1.08
3 C 0.80
4 C -1.00
5 C -1.10
6 C -0.79
7 C 1.66
8 C -1.47

- The highest molecular weight belongs to which entry?
  C47H44Cl2F35IN3O7PS2

- The highest maximum force belongs to which entry?
  C47H44Cl2F35IN3O7PS2

- maximum force of number 2 (C47H44Cl2F35IN3O7PS2)?
  6.49 eV Å⁻¹